Record 1
Entry from OMol25: a single H4N2 molecule in a non-equilibrium geometry (wB97M-V/def2-TZVPD).

Calculated values
**E_tot**: -111.77369 Eh
**Orbital gap**: 10.9 eV
**Spin multiplicity**: 1
**SMILES**: NN
**HOMO**: -9.61 eV
**Lowest unoccupied orbital energy**: 1.283 eV
**Total charge**: 0
**Energy relative to the best compared isomer or geometry (same formula, charge and spin)**: 240.2 kJ/mol

Each line ends with the Mulliken charge.
Positions of all 6 atoms, in Å:
H1 0.9177 -0.3848 -0.9302  0.187
H2 0.3223 0.5333 1.0547  0.132
H3 -0.4346 -1.4702 -0.2702  0.253
N1 -0.2974 0.4321 0.4795  -0.327
H4 -0.5040 1.2543 0.3075  0.182
N2 -0.0040 -0.3646 -0.6412  -0.428

Record 2
Entry from OMol25: a single C26H29N3O3 molecule (wB97M-V/def2-TZVPD).

Calculated values
**E_tot**: -1398.15427 Eh
**Orbital gap**: 8.9 eV
**Spin multiplicity**: 1
**SMILES**: O=C(Cc1ccc(-c2ccc(OCCN3CCOCC3)cc2)cn1)NCc1ccccc1
**HOMO**: -8.34 eV
**Lowest unoccupied orbital energy**: 0.563 eV
**Total charge**: 0
**Energy relative to the best compared isomer or geometry (same formula, charge and spin)**: 108.6 kJ/mol

Each line ends with the Mulliken charge.
Positions of all 61 atoms, in Å:
H1 1.5070 3.1818 -0.1717  0.515
H2 8.1534 -3.9426 4.2488  0.381
H3 3.5849 3.1907 1.1782  0.353
H4 -6.6716 1.2385 -0.5987  0.336
C1 6.5429 -5.3124 3.9118  -0.413
C2 -0.5105 -0.0670 -1.2466  -1.051
H5 -5.0798 2.7387 -1.7244  0.283
C3 4.8916 -3.0767 4.0015  0.682
H6 0.7418 2.8484 -2.3897  0.476
H7 -0.3069 -0.8553 -0.5367  0.463
H8 -4.7620 2.4869 -3.4623  0.370
N1 -6.0090 1.0510 -2.6087  -0.030
C4 3.8864 1.0752 0.9658  0.785
H9 -2.3235 -0.9775 -1.8766  0.375
H10 -5.4090 -0.8716 -2.1656  0.447
O1 -7.7217 3.2541 -2.0784  -0.376
C5 2.0574 2.2663 -0.0091  -0.497
H11 5.4992 2.0009 2.0326  0.315
H12 6.6831 -1.9616 4.3302  0.400
H13 -3.6054 -1.0614 -3.6361  0.407
C6 0.3712 1.0029 -1.3578  0.273
H14 4.1081 -1.2301 1.9924  0.265
H15 4.7474 -6.4304 3.5866  0.367
H16 -4.3228 0.3777 -1.5072  0.504
H17 -7.4387 -0.0510 -1.5685  0.389
C7 5.1266 1.0042 1.7999  -1.006
C8 -8.1822 1.9285 -1.9794  -0.647
H18 3.2872 -4.4511 3.6604  0.307
H19 4.1958 -1.2825 4.9527  0.353
H20 -8.6120 1.6096 -2.9411  0.347
C9 6.2657 -2.9440 4.1641  -0.283
C10 -5.5233 2.4203 -2.6856  -0.367
C11 3.2117 2.2732 0.7498  -0.774
C12 4.8646 0.2681 3.1217  0.657
H21 2.9627 -2.1266 3.9779  0.429
C13 -6.6894 3.3437 -3.0328  -0.785
C14 -1.9622 0.8812 -2.9106  0.802
H22 -4.6699 0.0650 -4.5080  0.404
N2 3.4417 -0.0734 0.4593  -0.557
C15 2.3399 -0.0756 -0.2649  -0.665
C16 1.5885 1.0656 -0.5442  0.333
H23 2.0496 -1.0409 -0.6601  0.529
H24 5.8966 0.4435 1.2658  0.324
O2 5.1232 0.7539 4.2019  -0.662
H25 -1.3133 2.7328 -3.7419  0.440
C17 4.3546 -4.3379 3.7890  -0.435
H26 -8.9605 1.9289 -1.2143  0.358
C18 -7.0527 0.9704 -1.6004  -0.568
C19 0.0646 2.0163 -2.2667  -0.584
C20 -1.0779 1.9561 -3.0314  -0.658
H27 -7.0776 3.0733 -4.0264  0.374
N3 4.3458 -0.9562 2.9394  0.026
O3 -3.0494 0.9258 -3.7275  -0.475
C21 4.0203 -1.8476 4.0316  -1.225
C22 7.0870 -4.0551 4.1189  -0.532
C23 -4.0525 -0.0606 -3.6153  -1.052
H28 -6.3671 4.3862 -3.0388  0.354
C24 -1.6654 -0.1322 -2.0045  -0.113
C25 5.1760 -5.4519 3.7482  -0.510
C26 -4.9440 0.0950 -2.3758  -0.527
H29 7.1836 -6.1813 3.8793  0.370

Record 3
Entry from OMol25: a molecular structure, C29H22MnN6O5S3 in a non-equilibrium geometry (wB97M-V/def2-TZVPD).

Calculated values
**Expectation value of S²**: 0.7834
**E_tot**: -4168.66741 Eh
**Orbital gap (spin up / spin down)**: 5.3 / 5.0 eV
**Spin multiplicity**: 2
**HOMO (spin up / spin down)**: -6.67 / -6.42 eV
**Lowest unoccupied orbital energy (spin up / spin down)**: -1.397 / -1.389 eV
**Total charge**: 0
**Energy relative to the best compared isomer or geometry (same formula, charge and spin)**: 62.6 kJ/mol

Each line ends with the Mulliken charge.
Positions of all 66 atoms, in Å:
N1 -0.6174 -1.1269 -1.1197  0.423
H1 -1.2981 -7.7018 -2.7647  0.462
C1 -1.6808 5.9596 0.8052  -0.521
N2 1.7150 -2.9727 0.8129  -0.283
C2 1.7223 0.8353 5.2116  -1.073
C3 0.7405 -0.3302 3.2518  0.306
H2 -2.7477 5.8281 0.8080  0.354
C4 0.4369 0.4110 4.4960  -0.543
H3 -4.1801 -2.6769 -1.3410  0.392
C5 -1.0691 7.1913 1.0889  -0.588
C6 -2.6479 1.8172 -0.2296  0.166
C7 3.7473 0.2623 -0.8783  0.954
C8 3.5818 -1.1215 -1.2691  0.875
C9 -1.7577 -6.7694 -2.5064  -0.396
O1 5.6911 1.7098 -0.5807  -0.662
H4 -5.1473 -0.4488 -0.7327  0.464
C10 -3.0539 -0.9086 -0.9350  0.124
H5 2.2949 1.5115 4.5829  0.318
H6 1.7149 0.0128 -3.4628  0.273
H7 -4.7980 1.9101 -0.1323  0.464
S1 1.2364 -2.0298 3.3050  -0.207
S2 0.8490 5.5587 0.6164  -0.088
H8 -3.2166 3.8084 0.2928  0.393
C11 1.3777 -1.9332 1.5697  0.182
C12 -0.7993 -2.4015 -1.4453  -0.849
H9 -0.1534 -0.2306 5.1540  0.316
C13 -3.9594 1.2606 -0.3319  -1.121
C14 -1.0660 3.5868 0.1903  0.974
C15 -2.0480 -3.0196 -1.5344  1.043
N3 -0.2371 1.4074 -0.4124  0.399
C16 0.2879 7.1317 1.0253  -0.388
O2 5.1593 -2.8990 -1.7391  -0.674
H10 0.0926 -2.9763 -1.6685  0.423
C17 5.8908 -0.6071 -1.2013  0.525
O3 2.3377 -1.5430 -1.3443  -0.947
C18 4.8185 -1.7596 -1.4547  -0.335
N4 0.9948 0.5377 -2.9668  -0.469
C19 -0.7847 4.9533 0.5244  0.554
H11 2.3401 -0.0289 5.4462  0.331
H12 1.4738 1.3410 6.1404  0.351
C20 -3.3183 -5.1430 -2.0371  -0.559
H13 0.9965 7.9173 1.1954  0.457
H14 1.9969 -2.7458 -0.1539  0.297
H15 2.0648 -3.8100 1.2461  0.244
Mn1 1.0654 -0.0677 -0.8209  0.451
N5 0.7186 0.1342 2.0659  -1.041
C21 -3.0808 -6.4814 -2.3911  -0.572
C22 -3.1995 -2.2375 -1.2719  -0.755
C23 5.1413 0.6268 -0.8358  -0.477
H16 -1.6222 8.0824 1.3305  0.392
H17 -3.8676 -7.1966 -2.5543  0.392
C24 -4.1528 -0.0353 -0.6617  -1.133
H18 1.2016 1.5288 -3.0804  0.244
H19 0.9957 2.9905 0.0148  0.640
C25 -2.1683 -4.4043 -1.8854  0.601
C26 -2.3985 3.1327 0.1029  -0.760
O4 7.0794 -0.7610 -1.3098  -0.588
H20 -4.3086 -4.7471 -1.9034  0.355
O5 2.6761 0.9079 -0.6402  -0.541
S3 -0.7662 -5.4017 -2.1818  -0.080
N6 1.0672 -0.7321 1.1064  0.978
C27 -1.5398 0.9641 -0.4936  -0.008
C28 -0.0360 2.6660 -0.0643  -1.009
C29 -1.7417 -0.3683 -0.8522  0.047
H21 -0.1502 1.2896 4.2285  0.262
H22 0.1062 0.3423 -3.4235  0.241

Record 4
Entry from OMol25: 3 unconnected molecules or ions with the total composition C5H13NO2 in a non-equilibrium geometry (wB97M-V/def2-TZVPD).

Calculated values
**E_tot**: -403.48664 Eh
**Orbital gap**: 9.8 eV
**Spin multiplicity**: 1
**SMILES**: CC(N)=O.C=O.CC
**HOMO**: -9.46 eV
**Lowest unoccupied orbital energy**: 0.367 eV
**Total charge**: 0
**Energy relative to the best compared isomer or geometry (same formula, charge and spin)**: 236.2 kJ/mol

Each line ends with the Mulliken charge.
Positions of all 21 atoms, in Å:
C1 -0.9507 2.4047 -2.0891  -1.243
N1 0.2765 0.5698 -1.0548  -0.517
C2 1.6098 -0.7522 1.9555  -0.910
H1 -0.4854 -1.1788 2.3209  0.315
H2 1.0827 1.1045 -1.3371  0.140
C3 -0.5380 -2.1677 0.0078  -0.231
H3 -1.4685 -1.6041 -0.1173  0.366
H4 0.4423 -0.6106 -1.0749  0.432
H5 -0.4345 2.3260 -3.0455  0.329
H6 -0.4384 3.1519 -1.4830  0.321
C4 0.1273 -0.4306 1.8147  -0.351
H7 1.8919 -0.8786 3.0024  0.345
O1 -1.9702 0.4561 -1.1090  -0.645
C5 -0.9460 1.0618 -1.3845  0.859
H8 -1.9755 2.7233 -2.2563  0.324
H9 -0.1227 0.5118 2.3116  0.357
O2 0.4017 -2.0034 -0.7899  -0.527
H10 1.8696 -1.6550 1.3999  0.274
H11 2.2145 0.0564 1.5425  0.256
H12 -0.5320 -3.0361 0.6704  0.354
H13 -0.0542 -0.0494 0.7160  -0.249

Record 5
Entry from OMol25: a single CH4NOP molecule in a non-equilibrium geometry (wB97M-V/def2-TZVPD).

Calculated values
**E_tot**: -511.71236 Eh
**Orbital gap**: 9.0 eV
**Spin multiplicity**: 1
**SMILES**: O=NCP
**HOMO**: -9.33 eV
**Lowest unoccupied orbital energy**: -0.327 eV
**Total charge**: 0
**Energy relative to the best compared isomer or geometry (same formula, charge and spin)**: 398.6 kJ/mol

Each line ends with the Mulliken charge.
Positions of all 8 atoms, in Å:
O1 1.8831 0.4701 0.3629  -0.279
H1 -1.7290 0.5411 -0.3434  0.014
H2 -0.5019 1.2449 1.0954  0.038
C1 0.0771 -0.6194 -0.2020  -0.385
P1 -0.5394 1.1421 -0.3219  -0.003
H3 -0.0265 -0.9296 -1.3367  0.297
N1 1.3757 -0.6282 0.2252  0.002
H4 -0.5392 -1.2210 0.5205  0.317